25
Properties=species:S:1:pos:R:3:forces:R:3:lowdin_charge:R:1 method="wB97M-V/def2-TZVPD" spin_multiplicity=1 smiles="CC(=S)CC[C@H](C)C(N)=C=N" e_lumo_ev=0.0 relative_energy_kcal_mol=91.6 largest_force_ev_per_a=4.98 gap_ev=7.72
C -2.669 0.237 -0.191 1.08 -0.24 1.00 -0.120
C -1.561 -0.185 -1.136 -1.75 0.29 -1.62 -0.808
S -1.495 0.284 -2.693 -0.04 0.25 0.36 0.743
C -0.691 -1.278 -0.702 0.76 -2.38 4.31 -0.287
C 0.800 -1.195 -0.878 0.67 1.96 1.66 -0.182
C 1.527 -0.084 0.020 -2.26 -0.45 0.22 -0.266
C 1.270 -0.393 1.512 1.27 -2.32 -0.80 -0.071
C 0.999 1.327 -0.160 0.78 -0.01 -1.95 -0.346
N 1.073 1.823 -1.482 -0.47 -0.63 0.29 0.071
C 0.795 2.204 0.788 -1.59 0.16 2.08 -0.131
N 0.475 2.931 1.739 2.66 -0.24 -1.03 0.151
H -2.155 0.473 0.774 -0.85 -0.48 -0.32 0.086
H -3.455 -0.513 -0.121 0.60 -0.99 0.56 0.085
H -3.339 1.026 -0.421 0.32 1.48 -0.97 0.053
H -0.833 -2.266 -1.197 -1.05 0.80 0.18 0.133
H -0.797 -1.502 0.488 -0.41 0.48 -2.65 0.148
H 1.170 -2.181 -0.715 0.68 -0.65 0.94 0.104
H 0.914 -1.131 -1.892 0.88 1.08 -2.81 0.056
H 2.583 0.102 -0.131 0.43 -0.98 -0.49 0.131
H 0.453 0.222 1.819 -0.23 0.19 0.91 0.047
H 2.264 -0.166 1.917 -0.79 -0.03 1.08 0.088
H 0.995 -1.501 1.691 0.65 1.77 -0.21 0.107
H 0.646 2.718 -1.562 0.27 0.55 -0.68 0.079
H 1.892 1.582 -2.012 0.10 0.43 -0.08 0.091
H -0.460 3.143 1.946 -1.72 -0.03 0.01 0.038



27
Properties=species:S:1:pos:R:3:forces:R:3:lowdin_charge:R:1 method="wB97M-V/def2-TZVPD" spin_multiplicity=1 smiles="[H]/N=c1/cn[nH]o1.CC1(C)CCC=N1" e_lumo_ev=0.7 relative_energy_kcal_mol=14.4 largest_force_ev_per_a=1.40 gap_ev=9.25
H -4.888 -1.988 0.736 0.12 0.02 -0.14 0.050
N -4.669 -1.071 1.112 -0.34 -0.28 0.24 0.135
C -3.989 -0.339 0.350 0.24 0.31 -0.15 -0.459
C -3.516 1.020 0.608 0.12 -0.36 -0.62 -0.064
N -2.835 1.433 -0.399 0.08 0.86 0.77 0.049
N -2.864 0.554 -1.371 -0.89 -0.13 -1.07 -0.035
O -3.521 -0.633 -0.908 0.24 -0.13 0.17 0.009
H -3.696 1.599 1.488 0.01 0.16 0.22 0.109
H -1.921 0.340 -1.727 -0.26 -0.10 0.57 0.102
C 1.644 1.153 -1.089 -0.17 -0.15 0.15 -0.033
C 0.793 0.390 -0.071 0.53 0.24 0.29 -0.572
C 0.311 1.327 1.032 0.02 -0.13 -0.21 -0.043
C 1.534 -0.858 0.490 -0.13 0.10 0.00 -0.111
C 0.877 -2.045 -0.227 0.21 0.05 0.02 -0.134
C -0.299 -1.388 -0.878 0.12 -0.29 0.11 -0.124
N -0.360 -0.133 -0.789 0.02 -0.15 -0.41 0.071
H 2.511 1.591 -0.603 0.14 0.07 0.06 0.083
H 1.053 1.945 -1.541 -0.03 0.11 -0.07 0.082
H 1.981 0.481 -1.877 0.07 -0.03 -0.08 0.085
H -0.316 0.786 1.738 -0.06 -0.03 0.09 0.081
H -0.278 2.135 0.605 -0.03 0.09 -0.01 0.072
H 1.162 1.744 1.563 0.11 0.07 0.11 0.084
H 1.378 -0.926 1.567 0.06 -0.01 -0.01 0.110
H 2.604 -0.802 0.301 0.05 0.00 0.06 0.110
H 1.525 -2.483 -0.992 -0.06 -0.08 0.04 0.115
H 0.561 -2.843 0.443 0.06 -0.09 0.00 0.111
H -1.059 -1.947 -1.404 -0.22 -0.11 -0.13 0.116



24
Properties=species:S:1:pos:R:3:forces:R:3:lowdin_charge:R:1 method="wB97M-V/def2-TZVPD" spin_multiplicity=1 e_lumo_ev="3.7 / 3.8" relative_energy_kcal_mol=48.2 largest_force_ev_per_a=3.67 gap_ev="5.41 / 5.81" charge=-1
C 1.419 -1.000 1.381 2.22 -1.06 0.03 -0.186
C 1.669 -0.025 0.473 0.23 0.27 1.46 -0.354
C 0.652 0.296 -0.526 0.48 2.80 -0.25 -0.166
C -0.819 0.693 -0.008 1.38 1.07 -2.08 -0.382
C -1.494 -0.476 0.438 -2.24 -2.35 -0.07 -0.168
C 2.769 0.979 0.596 0.19 -0.59 -1.70 -0.099
C -1.469 1.581 -1.168 2.02 -2.11 -0.82 -0.081
C -2.104 -1.453 -0.606 -1.77 1.78 1.64 -0.111
N 0.442 -1.847 1.070 -2.59 -2.22 0.71 -0.181
O 0.096 -2.766 1.959 0.82 1.06 -0.78 -0.289
H 2.223 -1.404 2.073 -1.03 0.88 -0.13 0.119
H 1.075 1.183 -1.131 -0.74 -1.11 0.50 0.118
H 0.495 -0.510 -1.173 -0.31 -1.35 -1.23 0.085
H -0.695 1.404 0.769 0.24 0.46 1.16 0.107
H -1.917 -0.539 1.442 0.33 0.07 -0.29 0.086
H 3.244 0.973 -0.407 0.26 0.27 0.37 0.068
H 3.576 0.870 1.328 -0.62 -0.01 0.22 0.069
H 2.198 1.886 0.605 0.44 1.27 0.60 0.054
H -1.032 2.545 -1.042 -0.46 1.19 0.39 0.037
H -2.537 1.458 -1.078 -0.35 0.58 -0.46 0.052
H -1.015 1.333 -2.207 -1.27 -0.28 1.43 0.090
H -1.394 -1.934 -1.142 2.95 -1.50 -1.60 0.006
H -2.673 -0.947 -1.412 -0.21 0.11 0.49 0.056
H -2.709 -2.300 -0.235 0.06 0.75 0.41 0.069



24
Properties=species:S:1:pos:R:3:forces:R:3:lowdin_spin:R:1 method="wB97M-V/def2-TZVPD" spin_multiplicity=3 s_squared=2.01 e_lumo_ev="-2.9 / -8.0" relative_energy_kcal_mol=0.0 largest_force_ev_per_a=5.93 gap_ev="6.48 / 6.40" charge=+1
C -0.190 -0.471 0.399 2.88 4.40 -2.74 0.562
C -1.297 0.363 -0.089 0.22 0.29 -0.85 0.094
C -0.861 1.800 -0.394 -0.22 -0.22 -0.09 0.016
C 0.341 1.829 -1.333 -0.04 0.11 0.38 0.004
C 1.583 1.254 -0.653 -0.08 0.28 -0.44 0.020
C 0.269 -2.615 1.750 0.40 -0.10 -0.21 0.033
C -1.209 -2.398 1.772 -0.46 0.05 0.04 0.046
C 1.424 -0.191 -0.253 -2.50 -0.93 0.57 0.141
N -0.325 -1.481 1.144 -0.01 -3.91 2.77 0.265
S 1.501 -1.418 -1.582 0.26 0.13 0.88 0.683
H -1.658 -0.100 -1.018 -0.40 0.18 -0.21 0.028
H -2.130 0.337 0.619 0.17 -0.03 0.11 0.010
H -1.701 2.327 -0.844 0.02 0.07 -0.01 0.001
H -0.605 2.313 0.535 -0.03 0.02 0.03 0.002
H 0.112 1.276 -2.247 -0.05 0.04 -0.15 0.001
H 0.546 2.860 -1.621 0.06 -0.05 -0.11 0.000
H 2.446 1.330 -1.317 0.08 0.10 0.07 0.004
H 1.807 1.843 0.240 0.01 -0.17 0.02 0.003
H 0.845 -2.443 2.650 -0.01 0.05 0.19 0.014
H 0.693 -3.356 1.081 -0.10 -0.23 0.00 0.011
H -1.846 -2.985 1.121 0.01 -0.14 -0.09 0.014
H -1.686 -2.070 2.688 0.06 0.00 0.14 0.010
H 2.111 -0.518 0.524 -0.05 -0.23 0.04 0.010
H 1.038 -0.628 -2.546 -0.21 0.28 -0.34 0.030



23
Properties=species:S:1:pos:R:3:forces:R:3:lowdin_charge:R:1 method="wB97M-V/def2-TZVPD" spin_multiplicity=1 e_lumo_ev="0.2 / 0.9" relative_energy_kcal_mol=71.2 largest_force_ev_per_a=1.53 gap_ev="6.74 / 7.93"
C -1.576 -1.190 0.079 -1.52 0.17 0.05 -0.391
C 0.634 -1.536 -0.218 0.88 -0.02 -0.11 -0.098
C -2.450 -0.887 1.228 0.15 0.17 0.20 -0.044
C -1.673 -0.379 -1.148 0.46 0.01 -0.04 -0.053
C 2.232 0.109 -1.147 0.09 -0.12 0.20 -0.051
C 1.305 2.100 0.837 -0.10 0.02 -0.11 -0.107
C 1.178 -0.237 -0.118 -0.88 -0.25 -0.88 -0.315
C 0.667 0.749 0.690 1.00 -0.10 0.99 -0.129
O -0.519 -1.976 0.356 0.80 0.19 -0.04 -0.003
H 1.163 -2.321 -0.742 0.08 0.02 0.06 0.119
H 0.119 0.427 1.567 -0.55 -0.02 -0.22 0.101
H -3.494 -0.787 0.928 0.01 -0.02 0.06 0.081
H -2.132 0.084 1.655 -0.19 -0.07 0.04 0.082
H -2.340 -1.633 2.015 -0.11 -0.03 -0.06 0.086
H -2.724 -0.193 -1.392 0.17 0.09 0.13 0.087
H -1.128 0.586 -1.017 -0.35 -0.15 -0.14 0.086
H -1.194 -0.893 -1.988 0.00 0.07 0.02 0.094
H 3.069 0.633 -0.683 0.05 -0.04 -0.07 0.077
H 1.825 0.764 -1.921 -0.04 -0.01 0.05 0.088
H 2.601 -0.788 -1.643 0.07 0.02 0.03 0.074
H 2.277 2.044 1.345 0.00 -0.07 -0.05 0.080
H 1.475 2.572 -0.131 0.00 0.11 0.02 0.070
H 0.683 2.755 1.448 -0.02 0.04 -0.14 0.067



24
Properties=species:S:1:pos:R:3:forces:R:3:lowdin_charge:R:1 method="wB97M-V/def2-TZVPD" spin_multiplicity=1 e_lumo_ev="0.4 / 0.2" relative_energy_kcal_mol=93.3 largest_force_ev_per_a=1.70 gap_ev="7.06 / 6.82"
C -1.449 0.356 -0.149 0.94 -0.17 -0.48 -0.444
C -1.777 -0.861 0.649 0.05 -0.11 0.12 -0.037
C -1.479 1.649 0.599 0.16 0.06 0.06 -0.033
C 0.666 -1.444 -1.136 0.02 0.22 0.09 -0.065
C 2.626 -0.572 1.007 -0.06 -0.08 0.12 -0.113
C 0.648 1.067 -1.540 -0.20 -1.21 -1.18 -0.076
C 0.630 -0.074 -0.491 -1.13 0.96 0.31 -0.401
C 1.434 0.239 0.592 0.08 0.01 0.17 -0.171
O -2.067 0.349 -1.379 0.33 -0.12 0.34 0.030
O 0.423 2.184 -1.783 -0.01 0.30 0.87 0.111
H -1.865 1.166 -1.855 -0.05 0.08 0.07 0.103
H 1.389 1.245 0.993 -0.06 0.08 -0.06 0.097
H -0.850 1.565 1.487 -0.01 0.04 -0.07 0.087
H -2.730 -0.735 1.173 0.04 0.06 -0.04 0.095
H -1.856 -1.742 0.018 0.02 -0.03 -0.07 0.085
H -0.986 -1.015 1.390 -0.15 0.00 -0.03 0.094
H -1.135 2.489 -0.009 0.07 -0.03 -0.01 0.079
H -2.497 1.879 0.931 0.00 -0.13 -0.08 0.098
H 0.585 -2.215 -0.369 -0.03 0.07 -0.01 0.082
H 1.604 -1.604 -1.672 -0.04 0.03 -0.01 0.089
H -0.161 -1.557 -1.838 0.04 0.01 -0.02 0.082
H 3.495 -0.429 0.348 -0.04 0.06 0.03 0.076
H 2.416 -1.642 1.016 0.00 -0.08 -0.02 0.062
H 2.937 -0.299 2.019 0.02 -0.01 -0.09 0.067



24
Properties=species:S:1:pos:R:3:forces:R:3:lowdin_charge:R:1 method="wB97M-V/def2-TZVPD" spin_multiplicity=1 smiles="CCO[C@H]1CCC=C(C)O1" e_lumo_ev=1.1 relative_energy_kcal_mol=27.8 largest_force_ev_per_a=3.71 gap_ev=9.44
C -2.364 -1.595 2.558 0.20 1.04 0.27 -0.081
C -1.439 -1.200 1.418 -0.24 -0.18 -0.96 -0.264
O -1.057 0.186 1.507 -0.07 0.25 -1.18 -0.095
C -0.246 0.759 0.452 1.74 -1.43 1.06 -0.290
C 1.233 0.641 0.893 -0.46 -0.74 -0.27 -0.136
C 2.098 1.366 -0.119 -0.09 -0.41 -0.02 -0.200
C 1.777 0.891 -1.517 -2.74 -0.73 0.06 -0.032
C 0.541 0.330 -1.821 2.95 1.52 1.67 -0.299
C 0.154 -0.007 -3.220 -1.30 -0.41 0.10 -0.036
O -0.392 0.071 -0.812 -0.49 0.41 -0.34 -0.023
H -2.786 -2.576 2.350 -0.05 -0.02 0.01 0.073
H -1.814 -1.635 3.501 -0.10 -0.04 0.00 0.072
H -3.172 -0.847 2.674 0.32 -0.47 -0.13 0.085
H -0.573 -1.892 1.402 -0.12 0.50 -0.05 0.122
H -2.000 -1.343 0.477 0.38 0.01 0.23 0.117
H -0.451 1.828 0.352 -0.74 -0.19 -0.08 0.163
H 1.475 -0.439 0.948 -0.05 0.45 -0.13 0.132
H 1.377 1.042 1.893 -0.24 0.15 0.07 0.118
H 3.150 1.204 0.127 0.01 0.18 -0.12 0.110
H 1.863 2.431 -0.007 0.37 0.05 -0.20 0.114
H 2.499 1.053 -2.296 -0.02 0.06 -0.32 0.093
H 0.070 -1.098 -3.363 -0.16 0.38 0.06 0.088
H 0.886 0.362 -3.927 0.21 0.10 0.08 0.073
H -0.830 0.468 -3.470 0.71 -0.49 0.20 0.099



26
Properties=species:S:1:pos:R:3:forces:R:3:lowdin_charge:R:1 method="wB97M-V/def2-TZVPD" spin_multiplicity=1 smiles="C[Si](C)(C)O/C=C1/CCOC1=O" e_lumo_ev=0.6 relative_energy_kcal_mol=0.0 largest_force_ev_per_a=2.11 gap_ev=9.89
C -2.979 -1.458 -1.382 0.91 0.99 0.26 -0.144
Si -1.752 -0.419 -0.366 0.02 -1.12 0.80 0.491
C -2.639 0.735 0.746 -0.57 1.20 -0.76 -0.164
C -0.792 -1.652 0.705 -0.30 0.81 0.02 -0.141
O -0.641 0.346 -1.412 0.30 -0.43 0.81 -0.114
C 0.706 0.309 -1.337 -0.04 0.70 -0.64 -0.103
C 1.577 0.610 -0.357 -0.03 0.19 0.37 -0.130
C 3.069 0.699 -0.472 -0.24 -0.74 0.18 -0.100
C 3.517 1.287 0.870 -0.74 -0.30 -0.27 -0.139
O 2.422 1.128 1.784 -1.95 -0.20 -0.74 0.028
C 1.250 0.909 1.037 -0.47 0.19 0.02 -0.386
O 0.110 0.934 1.444 1.77 0.61 0.99 0.065
H -2.631 -2.472 -1.318 0.01 -0.63 -0.14 0.017
H -3.982 -1.384 -1.004 -0.45 -0.01 0.36 0.022
H -3.006 -1.142 -2.408 0.03 0.04 -0.64 0.019
H -3.454 0.241 1.267 -0.08 -0.18 0.06 0.038
H -3.078 1.584 0.176 0.18 -0.43 0.36 0.051
H -1.921 1.133 1.446 -0.16 0.14 0.25 0.008
H 0.045 -1.170 1.214 -0.28 -0.41 -0.13 0.019
H -1.440 -2.089 1.475 0.02 0.00 -0.26 0.050
H -0.434 -2.413 0.047 0.35 -0.86 -0.28 0.020
H 1.115 0.132 -2.329 0.19 -0.09 0.02 0.137
H 3.452 -0.295 -0.640 0.49 -0.35 0.09 0.119
H 3.376 1.304 -1.283 0.39 0.67 -0.86 0.108
H 4.369 0.813 1.295 0.62 -0.59 0.31 0.114
H 3.742 2.330 0.801 0.02 0.79 -0.16 0.116



Copy entry 5 word for word.
23
Properties=species:S:1:pos:R:3:forces:R:3:lowdin_charge:R:1 method="wB97M-V/def2-TZVPD" spin_multiplicity=1 e_lumo_ev="0.2 / 0.9" relative_energy_kcal_mol=71.2 largest_force_ev_per_a=1.53 gap_ev="6.74 / 7.93"
C -1.576 -1.190 0.079 -1.52 0.17 0.05 -0.391
C 0.634 -1.536 -0.218 0.88 -0.02 -0.11 -0.098
C -2.450 -0.887 1.228 0.15 0.17 0.20 -0.044
C -1.673 -0.379 -1.148 0.46 0.01 -0.04 -0.053
C 2.232 0.109 -1.147 0.09 -0.12 0.20 -0.051
C 1.305 2.100 0.837 -0.10 0.02 -0.11 -0.107
C 1.178 -0.237 -0.118 -0.88 -0.25 -0.88 -0.315
C 0.667 0.749 0.690 1.00 -0.10 0.99 -0.129
O -0.519 -1.976 0.356 0.80 0.19 -0.04 -0.003
H 1.163 -2.321 -0.742 0.08 0.02 0.06 0.119
H 0.119 0.427 1.567 -0.55 -0.02 -0.22 0.101
H -3.494 -0.787 0.928 0.01 -0.02 0.06 0.081
H -2.132 0.084 1.655 -0.19 -0.07 0.04 0.082
H -2.340 -1.633 2.015 -0.11 -0.03 -0.06 0.086
H -2.724 -0.193 -1.392 0.17 0.09 0.13 0.087
H -1.128 0.586 -1.017 -0.35 -0.15 -0.14 0.086
H -1.194 -0.893 -1.988 0.00 0.07 0.02 0.094
H 3.069 0.633 -0.683 0.05 -0.04 -0.07 0.077
H 1.825 0.764 -1.921 -0.04 -0.01 0.05 0.088
H 2.601 -0.788 -1.643 0.07 0.02 0.03 0.074
H 2.277 2.044 1.345 0.00 -0.07 -0.05 0.080
H 1.475 2.572 -0.131 0.00 0.11 0.02 0.070
H 0.683 2.755 1.448 -0.02 0.04 -0.14 0.067